(1)
50
Properties=species:S:1:pos:R:3:forces:R:3 method="wB97M-V/def2-TZVPD" max_force_ev_per_a=1.42 total_charge=0 relative_energy_kj_mol=128.3 spin_multiplicity=6 gap_ev="7.9 / 5.3"
H 2.2466 1.1119 2.2229 -0.1651 0.0864 0.1010
S 2.4489 -1.4490 0.9441 0.5234 0.6020 0.0414
O 1.3591 -1.2378 1.9147 -0.4020 -0.5058 -0.3312
H 0.6403 2.7032 -2.4429 0.0792 -0.0070 -0.1121
H -3.7844 0.5997 -1.2914 0.0557 0.0646 -0.0730
H 0.7241 0.2500 -1.8352 0.0782 0.0384 -0.1527
N -0.0842 0.5465 0.0011 -0.2006 -0.6407 0.4941
C 0.3408 1.0049 -1.1641 0.0209 0.2561 -0.2643
H 1.8965 -3.5772 -1.7742 -0.2104 -0.0849 0.0718
H -6.0218 -2.9878 1.2686 -0.0776 -0.0702 0.0141
C -5.6462 -0.2356 -0.6738 0.1443 -0.1783 0.0752
O 3.5836 -2.1869 1.4186 0.0294 -0.0675 -0.0658
H -6.2474 0.5249 -1.1465 -0.0897 0.0590 -0.0901
C 2.9680 0.1948 0.4466 -0.1916 -0.4661 -0.0679
N 1.7601 -2.0574 -0.3908 -0.3543 0.1385 0.1895
C 0.2933 2.3534 -1.4845 -0.0480 -0.0135 0.0871
H -3.9566 -3.8828 1.9686 0.0445 0.1328 0.0796
C -0.6836 2.7555 0.6630 -0.0010 -0.0616 0.0208
C -4.1282 -2.1542 0.6867 0.4308 0.3678 -0.3614
O 1.5677 -5.4922 0.2946 0.3192 -0.0190 -0.2497
O -0.0612 -3.9441 0.2204 -0.9934 0.9011 0.4796
C -0.5859 1.3898 0.8704 -0.1524 0.0732 0.3340
C 3.0229 2.5551 0.8229 0.1146 -0.1813 -0.0505
C 3.9549 4.1363 -0.8899 0.0269 -0.0183 0.0018
C -5.5308 -2.2172 0.6904 -0.1998 0.2305 -0.1045
C 3.5850 0.3694 -0.7774 0.1051 -0.1540 -0.0052
C 2.0977 -3.3474 -0.7274 1.2469 0.6553 -0.0659
C -3.3894 -3.0315 1.5502 -0.5502 0.1616 -0.0690
C 3.6279 2.7534 -0.4155 -0.0057 -0.1012 -0.0024
C 3.9202 1.6437 -1.2026 -0.0623 -0.0305 0.1223
C -4.2836 -0.1872 -0.7462 0.1644 -0.1059 0.0150
Cl -7.9994 -1.3555 0.0416 -0.4283 -0.0145 0.0260
H 4.8575 4.5130 -0.4104 0.0716 0.0124 0.0440
C -3.4583 -1.1656 -0.1163 -0.5693 -0.2651 0.3134
H -1.1093 3.3976 1.4168 -0.0168 0.0795 0.0381
H -0.2753 4.3005 -0.7575 0.0161 0.0670 -0.0525
C 1.0511 -4.4383 0.0585 -0.1953 -0.5648 0.2944
O -2.1982 -1.1390 -0.2944 1.3055 -0.2549 0.4796
Fe -0.5510 -1.8931 0.8571 -0.9085 0.1013 -0.8267
H 2.7940 3.4092 1.4430 -0.0282 0.0748 0.1052
C -0.2193 3.2421 -0.5485 -0.0565 -0.1895 0.0038
C -6.2754 -1.2799 0.0172 0.3296 -0.3176 0.2705
I -1.2765 0.5160 2.6693 -0.0359 0.3198 -0.2022
O -2.2230 -2.8856 1.9089 0.9922 -0.0715 -0.2448
H 3.7879 -0.4962 -1.3880 0.0372 -0.0552 -0.1951
H 4.3927 1.7792 -2.1645 0.0511 0.0112 -0.0901
H 3.0943 -3.6564 -0.4022 -0.1323 -0.1251 -0.0897
H 3.1486 4.8250 -0.6506 -0.0818 0.1044 -0.0136
C 2.7047 1.2809 1.2609 -0.0384 -0.0473 0.1823
H 4.1198 4.1441 -1.9634 0.0084 0.0738 -0.1040



(2)
42
Properties=species:S:1:pos:R:3:forces:R:3 method="wB97M-V/def2-TZVPD" max_force_ev_per_a=2.32 total_charge=+1 relative_energy_kj_mol=170.3 gap_ev=5.9
C 0.2415 -1.3273 1.9208 -0.1247 0.4770 0.0474
H -1.0804 -3.2303 4.4640 0.2386 0.1542 -0.2608
H 0.5584 1.4688 -1.1275 -0.0165 -0.5155 0.2186
C -2.0150 1.7731 -1.0470 -0.3048 -0.1884 -0.2576
F -5.4413 -0.5558 -1.3309 1.2936 0.7742 0.0458
H -2.5983 -3.1545 2.2511 0.4066 0.0436 0.2631
H 1.1397 -2.6264 3.4439 -0.5661 0.2934 -0.1999
C 3.2056 1.8175 -1.3386 0.1153 -0.7539 0.1303
H -2.7418 -0.1939 2.4623 0.1069 -0.1442 -0.0258
H -5.3714 2.0420 -1.8181 0.4066 -0.2162 0.1600
H 1.8628 -1.3061 -0.7377 0.0053 0.1984 -0.0035
C -1.9171 0.3787 -0.8672 -0.9269 -0.0518 -0.0688
C 3.1004 0.4060 -1.1794 1.8172 0.9847 -0.7783
H -0.5934 -1.3864 -0.6943 -0.2113 1.0112 -0.1098
C 5.5022 0.2778 -1.6016 0.7965 -0.2150 0.1202
H -3.0652 -1.4784 -0.7658 -0.0991 0.2760 -0.3603
C 5.6305 1.6671 -1.6735 -0.3820 -0.4118 -0.0597
H 1.1875 -1.1799 1.3815 -0.2217 0.2440 0.5986
C -2.2917 -2.2941 2.8726 -0.3948 0.3918 -0.4241
C -4.3037 0.2132 -1.2674 -0.7548 -0.2539 0.0005
C 0.1943 -2.2353 3.0381 -0.5638 -0.6314 0.1180
C 4.4498 2.3932 -1.5757 -0.3206 0.9297 0.1975
C -4.4231 1.5812 -1.5274 0.5020 -0.2403 0.1466
C 0.5972 0.3996 -0.8954 1.5627 -0.2692 0.3399
H -1.1448 2.4191 -0.9612 -0.3466 -0.0241 -0.0738
H -0.7632 0.5856 1.4547 0.2261 -2.3050 0.0423
F -3.3097 3.6755 -1.6534 0.1073 -1.5284 0.3578
F 6.6496 -0.4719 -1.7278 -1.4083 0.7500 0.1230
H 6.5948 2.1553 -1.7988 -0.2530 -0.1562 -0.0429
F 4.5188 3.7629 -1.6656 -0.0597 -1.4449 0.0458
H -3.1274 -2.1894 3.5741 0.2748 0.0035 0.0379
C 1.8347 -0.2259 -0.9035 -1.6494 0.1679 -0.1174
H 4.2550 -1.4554 -1.3065 0.1228 0.4213 0.0219
H -2.8536 -1.2074 1.0679 0.2995 0.0263 0.5490
C -0.8668 -0.5731 1.5479 0.4740 1.8022 -0.2381
C -2.2362 -1.0288 1.9608 -0.4621 0.2025 0.5383
C -3.0992 -0.4036 -0.9401 0.3012 0.4365 -0.4458
C 4.2938 -0.3628 -1.3581 -0.7415 0.0511 0.2175
C -0.6251 -0.2793 -0.5896 -0.2937 -1.1519 -0.1596
H 2.3123 2.4289 -1.2577 0.3960 0.1529 0.0050
C -3.2471 2.3255 -1.4009 -0.0356 0.7422 -0.1337
C -1.0135 -2.6050 3.5710 0.6840 -0.0324 -0.5652